Computed, not measured: a cluster of 2 separate species, C4H9N4 in total at a distorted geometry, with ωB97M-V with the def2-TZVPD basis set.

XYZ file:
```
17
Properties=species:S:1:pos:R:3:forces:R:3:lowdin_charge:R:1
C 2.42172 -2.20219 -0.77167 1.700 -1.674 -0.220 -0.09
C -1.56356 1.93859 1.12870 -1.747 2.552 -0.391 -0.01
C 0.05296 -0.11956 0.76961 0.924 0.291 1.678 -0.20
C -1.13392 0.86446 0.27946 1.766 -3.115 -0.578 -0.20
N -1.45439 0.04865 -1.92331 1.943 1.112 -2.528 0.31
N -1.52833 0.40530 -0.82255 -0.290 1.754 3.510 0.06
N 1.56490 -1.41815 -1.17339 -1.514 3.868 1.629 0.08
N 1.29449 -0.03406 0.12827 0.653 -4.530 -1.403 0.01
H 2.79037 -2.86741 -1.56406 -0.561 -0.192 -0.166 0.09
H -0.73871 2.52419 1.62264 -0.761 -1.226 -0.188 0.13
H -2.01930 2.65191 0.42254 0.011 0.227 0.363 0.10
H -2.44115 1.67256 1.76471 1.068 -0.043 0.054 0.13
H 0.25172 0.21400 1.89455 -0.942 -0.904 -2.037 0.16
H -0.22546 -1.20707 0.64075 -0.264 1.310 0.737 0.13
H 2.97328 -2.44734 0.13165 -0.323 1.029 0.630 0.09
H -1.95571 -0.74469 -2.18958 -1.721 -1.898 -0.426 0.12
H 1.71108 0.72080 -0.33833 0.058 1.440 -0.664 0.06
```
Positions in Å, forces in eV/Å.

Results
- E_HOMO: -12.89 eV
- Relative energy (zero: lowest compared OMol25 entry of this formula, charge and spin): 167.2 kcal/mol
- Net charge: +1

Computed, not measured: an isolated molecule of C5H10O2, with ωB97M-V with the def2-TZVPD basis set.

XYZ file:
```
17
Properties=species:S:1:pos:R:3:forces:R:3:lowdin_charge:R:1
O 1.93978 0.19621 1.14548 0.152 0.238 0.065 -0.06
C 1.88187 -0.48514 -0.09880 -0.047 -0.202 -0.359 -0.27
C 0.44881 -0.93733 -0.32760 -0.027 -0.019 0.001 -0.16
C -0.48879 0.25754 -0.37670 0.077 0.047 -0.084 -0.27
C -1.97568 0.05083 -0.69389 -0.038 -0.198 -0.327 -0.16
O -2.37458 0.80107 0.46026 -0.189 0.052 0.064 -0.11
C -1.01804 0.85209 0.93583 0.264 0.105 0.238 -0.16
H 2.57423 0.91627 1.07236 -0.038 -0.132 0.110 0.09
H 2.57412 -1.34035 -0.10790 -0.126 0.130 0.064 0.11
H 2.17246 0.18540 -0.92188 -0.009 -0.096 0.135 0.12
H 0.14541 -1.62426 0.47424 0.037 0.106 -0.099 0.13
H 0.39847 -1.50322 -1.26804 0.024 0.106 0.103 0.12
H -0.05873 1.03975 -1.01339 -0.037 -0.120 0.050 0.14
H -2.31443 -0.99476 -0.64410 0.059 0.134 0.046 0.12
H -2.33767 0.49784 -1.62802 0.001 -0.068 0.161 0.12
H -0.70005 1.87280 1.17467 -0.076 -0.139 -0.013 0.12
H -0.86720 0.21529 1.81748 -0.027 0.057 -0.156 0.12
```
Positions in Å, forces in eV/Å.

Results
- SMILES string: OCCC1COC1
- E_HOMO: -9.45 eV
- Relative energy (zero: lowest compared OMol25 entry of this formula, charge and spin): 54.1 kcal/mol

Computed, not measured: a structure of composition C31H41N5O8P2RhSe at a distorted geometry, with ωB97M-V with the def2-TZVPD basis set.

XYZ file:
```
89
Properties=species:S:1:pos:R:3:forces:R:3:lowdin_charge:R:1
Rh 1.24477 0.26045 0.53259 1.234 2.170 -0.987 0.95
C 4.27260 -2.35290 1.83889 -0.075 0.146 -0.010 0.01
C 3.08031 -1.46688 1.72110 0.350 -0.790 -3.952 -0.22
N 2.58386 -1.15395 0.51121 -0.696 0.455 3.364 -0.09
N 3.09786 -1.47149 -0.64022 1.105 -1.304 -1.079 0.11
C 2.62164 -0.79286 -1.66304 -1.058 0.972 0.978 -0.36
O 1.73046 0.15820 -1.47906 0.123 -0.995 -0.282 -0.21
C 3.07527 -1.08920 -3.01043 0.141 -0.015 -0.595 -0.15
C 2.33461 -0.62807 -4.10324 -0.013 -0.009 0.328 0.00
C 2.75133 -0.90788 -5.38883 -0.032 -0.017 -0.099 -0.06
C 3.91306 -1.63348 -5.59928 0.037 0.015 0.103 -0.06
C 4.65621 -2.09129 -4.51924 0.044 -0.049 -0.064 -0.06
C 4.23944 -1.82906 -3.22924 -0.155 0.104 0.177 -0.01
C 2.42969 -0.84696 2.79589 -1.859 1.727 2.339 -0.18
C 2.80061 -1.00756 4.15452 0.197 -0.300 -1.713 0.02
C 2.17258 -0.29233 5.13091 -1.130 1.016 0.121 -0.02
C 1.13505 0.59424 4.77566 0.874 -0.727 0.424 -0.02
C 0.79585 0.71050 3.44765 -0.376 0.180 -0.248 -0.11
N 1.40033 0.03133 2.47830 0.816 -1.096 1.210 -0.06
H 4.53745 -2.73106 0.85641 0.008 -0.009 0.006 0.08
H 4.07045 -3.18930 2.50340 -0.034 -0.091 0.091 0.09
H 5.11716 -1.79515 2.24031 0.105 0.042 0.040 0.10
H 1.42642 -0.07155 -3.92609 -0.035 0.079 0.001 0.12
H 2.16823 -0.56850 -6.23222 -0.026 0.058 -0.032 0.11
H 4.24316 -1.83776 -6.60563 0.036 -0.049 -0.107 0.11
H 5.56059 -2.65577 -4.69171 0.059 -0.028 0.017 0.11
H 4.80004 -2.17128 -2.37290 0.094 -0.064 0.002 0.11
H 3.60921 -1.67826 4.38832 0.116 -0.123 0.048 0.12
H 2.46626 -0.39452 6.16385 0.021 -0.030 0.087 0.12
H 0.62481 1.17455 5.52516 -0.099 0.080 0.035 0.11
H -0.00387 1.37194 3.12834 0.138 0.019 -0.027 0.13
C 4.10124 4.90779 -1.11516 0.346 -0.110 0.331 -0.10
C 3.38131 4.10517 -0.07726 -1.258 -2.988 -1.567 -0.67
O 3.15865 4.78252 1.08851 0.159 0.910 1.927 -0.06
P 4.14320 2.47349 0.32776 0.686 3.127 -0.925 0.48
O 4.69453 1.73358 -0.94818 -0.116 -0.661 -0.003 -0.08
O 5.48320 2.88873 1.10323 0.367 -0.478 -0.003 -0.10
O 3.28574 1.62129 1.16203 -1.286 -1.709 0.562 -0.27
P 1.48225 3.60180 -0.93482 1.530 2.847 0.285 0.77
O 2.22089 2.62515 -1.92369 -0.031 -1.770 -1.126 -0.29
O 0.95565 2.72607 0.35403 0.388 -1.037 2.060 -0.42
O -0.01668 2.79461 -0.72682 -2.236 -1.185 -1.032 -0.33
H 5.15006 5.03498 -0.84319 0.191 0.213 -0.064 0.08
H 3.65039 5.89385 -1.19780 -0.116 0.061 -0.052 0.09
H 4.04663 4.39997 -2.07575 -0.031 0.033 -0.098 0.07
H 2.69383 4.21387 1.72177 -0.103 0.271 -0.327 0.09
H 5.49586 2.09216 -1.33157 0.250 0.208 -0.132 0.10
H 5.37898 2.95476 2.05368 0.016 0.072 0.237 0.09
H 1.96827 1.64929 -1.87120 0.211 1.013 -0.309 0.02
C -1.75038 -3.38223 3.01219 -0.120 0.053 -0.098 -0.11
C -3.12370 -2.92279 2.54247 0.076 0.070 0.191 -0.25
C -3.59204 -1.64287 3.23315 0.056 -0.067 -0.289 -0.17
C -2.85670 -0.38733 2.75991 0.056 -0.344 0.807 -0.15
N -3.23787 -0.01529 1.42104 0.385 0.095 -0.957 -0.01
C -2.49475 -0.14628 0.29489 -0.326 0.902 0.139 -0.53
Se -0.85381 -1.02372 0.23612 1.153 -0.884 -0.110 0.90
N -3.20182 0.32348 -0.75967 0.373 -0.270 1.047 0.00
C -2.71534 0.43876 -2.11601 0.600 -0.086 -0.884 -0.12
C -2.47172 -0.90860 -2.80643 -0.115 -0.220 0.239 -0.20
C -3.64172 -1.88755 -2.72488 0.072 0.169 -0.221 -0.25
C -4.87120 -1.44883 -3.50924 0.140 -0.170 0.173 -0.09
C -4.43187 0.75049 -0.30680 -0.289 -0.034 0.718 -0.12
C -5.53070 1.29903 -0.95446 -0.102 0.055 -0.058 0.01
C -6.64459 1.58296 -0.18829 0.182 0.000 -0.280 -0.05
C -6.66033 1.36446 1.18728 0.138 -0.067 0.281 -0.06
C -5.56129 0.85614 1.85014 -0.124 0.025 0.022 0.01
C -4.45229 0.53300 1.08246 -0.318 0.217 -0.670 -0.13
H -1.51746 -4.35160 2.58154 0.122 -0.118 -0.004 0.08
H -1.73190 -3.47114 4.09554 0.047 -0.075 0.157 0.08
H -0.97057 -2.68748 2.70476 0.091 0.042 0.020 0.02
H -3.84910 -3.70919 2.75776 -0.034 0.013 -0.122 0.11
H -3.10501 -2.77516 1.45899 -0.124 -0.074 -0.049 0.09
H -3.43858 -1.73575 4.30917 -0.071 0.024 0.065 0.12
H -4.66024 -1.51199 3.05304 -0.044 0.050 0.133 0.11
H -1.77675 -0.55356 2.77771 -0.157 0.123 -0.053 0.07
H -3.09842 0.44912 3.42203 0.092 0.030 -0.127 0.14
H -1.77750 1.00594 -2.09235 -0.186 0.038 0.044 0.12
H -3.45126 1.01880 -2.67314 0.048 0.020 0.125 0.13
H -1.59357 -1.38611 -2.36388 -0.058 0.177 -0.154 0.05
H -2.23914 -0.70043 -3.85198 0.034 0.059 -0.038 0.12
H -3.91097 -2.04656 -1.67773 0.011 -0.133 0.064 0.10
H -3.29799 -2.84388 -3.12235 -0.004 -0.057 0.119 0.11
H -5.31553 -0.55312 -3.08658 -0.117 0.157 -0.007 0.05
H -5.62235 -2.23331 -3.48533 -0.155 -0.012 -0.052 0.08
H -4.61259 -1.25589 -4.54712 -0.020 0.057 -0.146 0.08
H -5.52560 1.50461 -2.01163 0.003 -0.005 -0.136 0.11
H -7.52203 1.99137 -0.66265 -0.073 0.059 -0.084 0.11
H -7.55033 1.60209 1.74576 -0.096 0.059 0.097 0.11
H -5.57044 0.71715 2.91767 -0.021 -0.064 0.159 0.12
```
Positions in Å, forces in eV/Å.

Results
- E_HOMO (spin up / spin down): -7.95 / -7.95 eV
- Net charge: +1

Computed, not measured: a structure of composition C23H31FMnN3O3S2, with ωB97M-V with the def2-TZVPD basis set.

XYZ file:
```
64
Properties=species:S:1:pos:R:3:forces:R:3:lowdin_charge:R:1
Mn -0.16618 -0.90034 -0.17655 -0.037 0.350 0.092 0.70
S 1.88381 -0.38216 0.79612 0.085 -0.051 0.071 0.77
C 3.26181 -0.62231 -0.23224 -0.026 -0.024 -0.081 -0.71
N 4.43039 -0.23432 0.25684 0.005 0.028 -0.006 0.03
C 5.69092 -0.33717 -0.48437 0.026 -0.004 0.002 -0.13
C 5.60892 -1.51264 -1.44027 0.000 -0.007 -0.017 -0.15
C 4.36392 -1.38290 -2.29903 -0.024 -0.001 0.022 -0.13
N 3.19295 -1.14734 -1.44277 0.059 0.026 -0.024 0.06
H 4.42938 0.17587 1.17721 0.001 0.010 -0.012 0.14
H 6.49265 -0.47024 0.23847 -0.006 0.001 0.004 0.13
H 5.87087 0.59466 -1.02427 0.001 0.003 0.005 0.13
H 5.57952 -2.44680 -0.87697 -0.008 0.000 0.004 0.13
H 6.49170 -1.53485 -2.07641 0.004 -0.001 0.006 0.13
H 4.17846 -2.29542 -2.86245 -0.005 0.003 -0.009 0.13
H 4.45886 -0.55914 -3.00842 0.008 0.003 0.003 0.13
H 2.29555 -1.50300 -1.73917 0.057 0.035 0.029 0.09
C 0.26959 7.36865 -1.83109 -0.007 -0.002 0.003 -0.03
C -0.20085 6.01799 -1.37726 -0.002 -0.016 -0.001 -0.24
C -0.53176 5.78242 -0.04700 0.009 0.000 -0.017 -0.02
C -0.98613 4.53774 0.36370 -0.009 -0.014 0.037 -0.07
C -1.12347 3.52598 -0.57396 -0.032 -0.065 0.024 -0.41
C -0.79109 3.73064 -1.90888 0.011 -0.009 -0.028 -0.06
C -0.32874 4.97076 -2.29763 0.013 0.011 -0.006 -0.02
S -1.75050 1.97896 -0.00614 -0.016 0.189 -0.026 1.02
C -3.24643 1.85809 -0.97458 0.026 -0.026 0.085 -0.20
O -0.82891 0.91733 -0.64875 -0.024 -0.252 -0.024 -0.62
H 0.58083 7.98601 -0.99107 -0.001 0.000 0.003 0.08
H -0.53579 7.89104 -2.35072 0.000 0.004 -0.002 0.10
H 1.10342 7.28179 -2.52683 0.001 -0.004 -0.001 0.09
H -0.42649 6.57792 0.67913 -0.001 0.002 0.001 0.12
H -1.23071 4.35909 1.40367 -0.007 0.003 -0.003 0.11
H -0.87881 2.92353 -2.62564 0.011 0.023 -0.020 0.11
H -0.06169 5.14147 -3.33306 -0.004 -0.002 -0.004 0.13
H -2.99427 1.94165 -2.02927 -0.007 -0.026 -0.019 0.07
H -3.90183 2.67484 -0.67361 0.020 0.008 0.007 0.08
H -3.70401 0.90130 -0.73025 0.028 0.037 -0.040 0.05
O -3.28972 -0.23521 1.48934 -0.044 0.113 0.015 0.04
C -2.64243 -1.27234 1.56914 -0.087 -0.059 -0.072 -0.57
O -1.68252 -1.65067 0.82464 0.189 -0.220 0.188 -0.09
C -3.00090 -2.26433 2.68148 -0.035 0.001 -0.087 -0.15
N -4.22079 -1.71365 3.38230 -0.051 -0.038 0.059 0.10
C -3.86875 -1.48761 4.83449 0.008 0.005 -0.023 -0.08
C -2.74225 -2.47757 5.07485 0.003 -0.004 0.008 -0.14
C -1.93564 -2.39953 3.77771 0.017 -0.005 0.006 -0.10
H -3.25619 -3.22695 2.24225 0.003 0.002 0.004 0.17
H -5.01193 -2.34765 3.29362 -0.004 0.019 0.004 0.19
H -4.43978 -0.83399 2.88320 0.027 0.005 -0.022 0.16
H -4.75625 -1.62330 5.44585 0.006 -0.006 0.010 0.14
H -3.52570 -0.45813 4.91979 -0.003 0.002 0.002 0.14
H -3.14007 -3.48219 5.22943 -0.006 0.002 -0.012 0.13
H -2.15782 -2.21285 5.95296 -0.002 0.000 0.000 0.13
H -1.31193 -3.27292 3.60784 0.009 0.008 0.005 0.13
H -1.28942 -1.51961 3.78542 -0.006 0.005 -0.003 0.13
F 0.65674 -5.60192 -3.70965 -0.005 0.033 0.012 0.10
C 0.58204 -4.59013 -2.84586 0.001 -0.021 -0.017 -0.27
C 1.28634 -4.68855 -1.65308 0.020 -0.036 -0.019 0.02
C 1.22079 -3.64440 -0.74621 -0.015 0.001 0.059 -0.09
C 0.44783 -2.53509 -1.05766 -0.204 0.076 -0.062 -0.28
C -0.25515 -2.44910 -2.25235 -0.002 -0.132 -0.151 -0.10
C -0.18978 -3.49205 -3.17270 -0.006 0.022 -0.002 0.02
H 1.86555 -5.58128 -1.45868 0.007 0.007 0.022 0.13
H 1.76241 -3.69808 0.18941 0.005 -0.013 0.004 0.11
H -0.87862 -1.58685 -2.50061 0.025 0.007 0.015 0.12
H -0.72191 -3.46318 -4.11338 0.000 -0.006 0.000 0.13
```
Positions in Å, forces in eV/Å.

Results
- 2S+1: 5
- E_HOMO (spin up / spin down): -13.82 / -13.85 eV
- Relative energy (zero: lowest compared OMol25 entry of this formula, charge and spin): 11.6 kcal/mol
- Net charge: +2